Entry 1:
Molecular formula: C12H12AuN3O4S4
Method: DFT, ωB97M-V with the def2-TZVPD basis set

```
36
C12H12AuN3O4S4, DFT ωB97M-V with the def2-TZVPD basis set
S 5.3069 2.8678 -0.6798
N -0.6923 1.5877 0.7209
O 2.4564 -1.6940 1.4732
C -1.2418 2.2441 -0.2767
O 0.9116 0.3989 -1.7328
C 0.1066 -4.1386 0.1997
C -0.3844 -3.4932 -0.9323
Au 2.7151 2.4635 0.2360
C -1.2552 0.4630 1.2127
H -0.2750 -1.6716 -2.0974
C 1.0543 -3.5258 1.0003
H -2.2020 -2.1236 0.6607
H 0.2727 3.6098 -0.3386
S 2.1486 4.6010 0.8180
H -1.1224 -3.9744 -1.5640
N -2.4221 -0.0393 0.5525
C 1.0305 -1.5847 -0.4458
S 3.5142 5.6380 -0.3963
C -3.0048 0.6616 -0.4423
N -0.5939 3.2933 -0.7850
S 5.3455 4.8045 0.0162
C -2.9032 -1.3439 0.9625
C 1.5310 -2.2481 0.6867
H -0.2522 -5.1290 0.4598
H -3.8766 -1.5250 0.5048
O 2.4298 0.2801 -0.0741
H -3.9036 0.2276 -0.8647
H -2.9547 2.3823 -1.6760
C 0.0857 -2.2222 -1.2363
H -2.9888 -1.3768 2.0470
C -2.4887 1.8276 -0.8746
C 1.4720 -0.1741 -0.8062
H 2.6413 -0.8001 1.0473
H 1.4452 -4.0120 1.8861
O -0.8495 -0.1813 2.1668
H -1.0563 3.9073 -1.4284
```

Values from the calculation:
* net charge: -2
* largest force on an atom: 0.47 eV/A
* lowest unoccupied orbital energy: 4.55 eV
* HOMO energy: -0.0149 Eh
* HOMO-LUMO gap: 4.96 eV
* electronic energy: -2658.3350 hartree
* multiplicity: 1

Charges obtained by natural (NBO) population analysis, quoted in units of e: number 1, S, carries -0.703; number 2, N, carries -0.563; number 3, O, carries -0.701; number 4, C, carries 0.470; number 5, O, carries -0.689; number 6, C, carries -0.208; number 7, C, carries -0.312; number 8, Au, carries 0.583; number 9, C, carries 0.759; number 10, H, carries 0.230; number 11, C, carries -0.320; number 12, H, carries 0.228; number 13, H, carries 0.446; number 14, S, carries -0.629; number 15, H, carries 0.190; number 16, N, carries -0.429; number 17, C, carries -0.267; number 18, S, carries -0.157; number 19, C, carries 0.086; number 20, N, carries -0.767; number 21, S, carries -0.133; number 22, C, carries -0.398; number 23, C, carries 0.446; number 24, H, carries 0.188; number 25, H, carries 0.173; number 26, O, carries -0.813; number 27, H, carries 0.186; number 28, H, carries 0.204; number 29, C, carries -0.159; number 30, H, carries 0.218; number 31, C, carries -0.387; number 32, C, carries 0.783; number 33, H, carries 0.520; number 34, H, carries 0.203; number 35, O, carries -0.654; number 36, H, carries 0.373

=====

Entry 2:
Molecular formula: C12H12Br24F7NO2P
Method: DFT, ωB97M-V with the def2-TZVPD basis set

```
59
C12H12Br24F7NO2P, DFT ωB97M-V with the def2-TZVPD basis set
Br 0.3351 2.5179 4.6077
C -1.2705 0.3427 -3.0073
Br -4.0044 -3.0115 3.8849
O -1.7034 -2.5874 0.1895
Br 4.8051 3.9379 8.9513
Br 3.4987 -0.8872 1.6236
Br -2.5896 3.6181 3.8797
Br -6.2919 -4.1515 5.8294
Br 3.0540 5.1564 6.5517
Br -2.2872 0.4068 2.2633
O 0.6040 -1.4815 1.3551
H -0.7243 -2.2499 3.3490
Br -1.2997 2.7087 -10.2462
Br 6.2302 -0.0444 0.1665
P -0.4205 -2.8660 1.2713
H -4.7095 -0.0053 2.6251
Br -4.4249 -1.1154 0.4204
H -0.2449 -5.2769 1.2121
F 0.3911 -5.9500 -0.9140
Br 3.3191 1.9765 6.8907
C -0.6957 4.0202 3.9466
N -1.0886 -2.9958 2.7399
H 5.4743 0.3353 2.5028
C 5.3890 -0.5263 1.8457
F 4.5350 -3.6763 0.0572
Br -0.0328 4.6509 2.2375
Br -0.4065 -1.2128 -2.2407
Br -0.1750 5.2446 -11.8593
C 2.5472 -4.9075 -0.5507
F 2.8483 -5.8291 -1.5615
H -1.3597 -2.1522 -0.6393
C 3.2670 3.6870 7.7982
H -2.1433 3.7977 -12.3132
H -2.1944 -0.0016 -3.4653
H -0.5669 4.8325 4.6572
C 3.4096 -3.5859 -0.7962
C -1.7444 4.2083 -11.3893
Br 6.3070 -1.9955 2.7161
Br 0.2365 5.1765 -4.1563
Br -4.8445 1.9847 1.1330
H 1.4547 -1.8386 1.7043
F 2.7833 -2.4001 -0.4646
F 2.9226 -5.3881 0.7216
C -4.1464 0.2772 1.7386
C -5.9014 -3.0717 4.2658
C 0.4044 5.1262 -6.0857
Br -1.7535 1.6177 -1.6333
C 0.5156 -4.4563 0.9922
F 3.9370 -3.5945 -2.0882
H 0.5376 6.1515 -6.4209
Br 1.9746 4.1371 -6.6462
Br -0.2104 1.1555 -4.4126
Br -6.6652 -1.2935 4.4116
F 0.4903 -3.7288 -1.4473
Br -1.2061 4.4576 -6.9314
C 0.9619 -4.6876 -0.5120
H 2.3876 3.6818 8.4373
Br -3.1333 5.3164 -10.6140
H -6.3818 -3.5546 3.4185
```

Values from the calculation:
* net charge: -1
* largest force on an atom: 3.53 eV/A
* energy relative to the best compared isomer or geometry (same formula, charge and spin): 0.00 kcal per mole
* lowest unoccupied orbital energy: 0.86 eV
* HOMO energy: -0.1573 Eh
* HOMO-LUMO gap: 5.14 eV
* electronic energy: -63486.3822 hartree
* multiplicity: 1

Charges obtained by natural (NBO) population analysis, quoted in units of e: number 1, Br, carries 0.093; number 2, C, carries -0.496; number 3, Br, carries 0.178; number 4, O, carries -1.011; number 5, Br, carries 0.080; number 6, Br, carries 0.115; number 7, Br, carries 0.099; number 8, Br, carries 0.050; number 9, Br, carries 0.085; number 10, Br, carries 0.114; number 11, O, carries -1.003; number 12, H, carries 0.358; number 13, Br, carries 0.102; number 14, Br, carries 0.073; number 15, P, carries 2.101; number 16, H, carries 0.226; number 17, Br, carries 0.102; number 18, H, carries 0.247; number 19, F, carries -0.374; number 20, Br, carries 0.105; number 21, C, carries -0.494; number 22, N, carries -1.405; number 23, H, carries 0.221; number 24, C, carries -0.488; number 25, F, carries -0.336; number 26, Br, carries 0.080; number 27, Br, carries 0.148; number 28, Br, carries 0.084; number 29, C, carries 0.553; number 30, F, carries -0.320; number 31, H, carries 0.470; number 32, C, carries -0.492; number 33, H, carries 0.224; number 34, H, carries 0.223; number 35, H, carries 0.219; number 36, C, carries 0.931; number 37, C, carries -0.493; number 38, Br, carries 0.081; number 39, Br, carries 0.100; number 40, Br, carries 0.045; number 41, H, carries 0.486; number 42, F, carries -0.307; number 43, F, carries -0.299; number 44, C, carries -0.493; number 45, C, carries -0.509; number 46, C, carries -0.494; number 47, Br, carries 0.095; number 48, C, carries -1.033; number 49, F, carries -0.317; number 50, H, carries 0.222; number 51, Br, carries 0.084; number 52, Br, carries 0.070; number 53, Br, carries 0.042; number 54, F, carries -0.385; number 55, Br, carries 0.088; number 56, C, carries 0.626; number 57, H, carries 0.225; number 58, Br, carries 0.086; number 59, H, carries 0.220

=====

Entry 3:
Molecular formula: C12H12BrNO
Method: DFT, ωB97M-V with the def2-TZVPD basis set

```
27
C12H12BrNO, DFT ωB97M-V with the def2-TZVPD basis set
C 1.4505 0.1380 0.7863
H 2.4986 1.1147 2.2442
H -3.4931 -0.0506 -2.0136
O 0.0721 -1.0266 -2.2881
Br -0.0356 -1.2480 2.8854
C -2.5154 0.2538 -1.6434
H -3.9361 -0.2084 0.8804
C -2.4266 1.3378 -0.6098
H -3.2570 1.7945 -0.1008
H -0.5948 0.7818 1.5881
H -1.7197 0.2319 -2.3200
C 3.8537 -0.2383 -0.5263
C 1.5319 -0.3248 -0.5474
H -3.0683 -1.8398 0.8002
H 4.8879 -0.5089 -1.0212
H 4.6759 0.6013 1.2091
N -0.8174 -0.6591 -0.1385
C -2.9812 -0.7136 0.8946
C -2.1542 -0.1030 -0.2051
H -2.3866 -0.4821 1.7894
H 2.6441 -0.6345 -2.2593
C 2.6100 0.5481 1.3986
H -1.6250 2.0837 -0.5929
C 0.1925 -0.6907 -1.1084
C 2.6737 -0.4754 -1.2114
C 3.7911 0.3334 0.7252
C 0.1289 -0.0151 1.3849
```

Values from the calculation:
* largest force on an atom: 4.59 eV/A
* energy relative to the best compared isomer or geometry (same formula, charge and spin): 9.11 kcal per mole
* lowest unoccupied orbital energy: 0.12 eV
* HOMO energy: -0.3336 Eh
* HOMO-LUMO gap: 9.20 eV
* electronic energy: -3168.3819 hartree
* multiplicity: 1

Charges obtained by natural (NBO) population analysis, quoted in units of e: number 1, C, carries -0.100; number 2, H, carries 0.215; number 3, H, carries 0.219; number 4, O, carries -0.603; number 5, Br, carries 0.055; number 6, C, carries -0.402; number 7, H, carries 0.212; number 8, C, carries -0.446; number 9, H, carries 0.216; number 10, H, carries 0.229; number 11, H, carries 0.251; number 12, C, carries -0.180; number 13, C, carries -0.121; number 14, H, carries 0.225; number 15, H, carries 0.226; number 16, H, carries 0.215; number 17, N, carries -0.418; number 18, C, carries -0.601; number 19, C, carries 0.101; number 20, H, carries 0.212; number 21, H, carries 0.242; number 22, C, carries -0.173; number 23, H, carries 0.213; number 24, C, carries 0.656; number 25, C, carries -0.167; number 26, C, carries -0.202; number 27, C, carries -0.077

=====

Copy entry 3 word for word.
Molecular formula: C12H12BrNO
Method: DFT, ωB97M-V with the def2-TZVPD basis set

```
27
C12H12BrNO, DFT ωB97M-V with the def2-TZVPD basis set
C 1.4505 0.1380 0.7863
H 2.4986 1.1147 2.2442
H -3.4931 -0.0506 -2.0136
O 0.0721 -1.0266 -2.2881
Br -0.0356 -1.2480 2.8854
C -2.5154 0.2538 -1.6434
H -3.9361 -0.2084 0.8804
C -2.4266 1.3378 -0.6098
H -3.2570 1.7945 -0.1008
H -0.5948 0.7818 1.5881
H -1.7197 0.2319 -2.3200
C 3.8537 -0.2383 -0.5263
C 1.5319 -0.3248 -0.5474
H -3.0683 -1.8398 0.8002
H 4.8879 -0.5089 -1.0212
H 4.6759 0.6013 1.2091
N -0.8174 -0.6591 -0.1385
C -2.9812 -0.7136 0.8946
C -2.1542 -0.1030 -0.2051
H -2.3866 -0.4821 1.7894
H 2.6441 -0.6345 -2.2593
C 2.6100 0.5481 1.3986
H -1.6250 2.0837 -0.5929
C 0.1925 -0.6907 -1.1084
C 2.6737 -0.4754 -1.2114
C 3.7911 0.3334 0.7252
C 0.1289 -0.0151 1.3849
```

Values from the calculation:
* largest force on an atom: 4.59 eV/A
* energy relative to the best compared isomer or geometry (same formula, charge and spin): 9.11 kcal per mole
* lowest unoccupied orbital energy: 0.12 eV
* HOMO energy: -0.3336 Eh
* HOMO-LUMO gap: 9.20 eV
* electronic energy: -3168.3819 hartree
* multiplicity: 1

Charges obtained by natural (NBO) population analysis, quoted in units of e: number 1, C, carries -0.100; number 2, H, carries 0.215; number 3, H, carries 0.219; number 4, O, carries -0.603; number 5, Br, carries 0.055; number 6, C, carries -0.402; number 7, H, carries 0.212; number 8, C, carries -0.446; number 9, H, carries 0.216; number 10, H, carries 0.229; number 11, H, carries 0.251; number 12, C, carries -0.180; number 13, C, carries -0.121; number 14, H, carries 0.225; number 15, H, carries 0.226; number 16, H, carries 0.215; number 17, N, carries -0.418; number 18, C, carries -0.601; number 19, C, carries 0.101; number 20, H, carries 0.212; number 21, H, carries 0.242; number 22, C, carries -0.173; number 23, H, carries 0.213; number 24, C, carries 0.656; number 25, C, carries -0.167; number 26, C, carries -0.202; number 27, C, carries -0.077